[1]
Below is 3 unconnected molecules or ions with the total composition C23H44ClFIN2O5, with properties calculated with ωB97M-V/def2-TZVPD.

Summary:
total charge = +1
HOMO level = -0.441 Ha
lowest unoccupied orbital energy = -4.10 eV
orbital gap = 7.904 eV
calculated total energy = -2245.9807 a.u.
2S+1 = 1
relative energy (zero: lowest compared OMol25 entry of this formula, charge and spin) = 0.0 kJ/mol

```
77
Properties=species:S:1:pos:R:3:forces:R:3
C 1.9437 -0.1439 -3.3530 0.1 0.0 0.0
C 0.5866 -0.1425 -2.6297 -0.1 -0.1 0.0
C 0.4511 -1.2459 -1.5608 -0.1 0.0 0.1
Cl -0.7603 -2.4810 -2.0602 0.1 0.1 -0.2
C 0.2113 -0.7465 -0.1032 0.1 -0.2 -0.1
N 1.1297 0.3100 0.1394 -0.2 0.2 -0.4
C 2.3951 0.2962 -0.0044 0.2 -0.2 0.2
C 3.3379 -0.8695 -0.1931 -0.1 0.0 0.0
C 3.1040 1.6114 0.0742 0.0 0.1 0.1
N 0.4154 -2.0151 0.8282 0.1 0.0 0.0
I 1.4358 -1.6791 2.6350 -0.1 0.1 -0.1
C -0.9303 -2.6676 1.0653 0.0 0.0 0.3
C -2.0026 -1.6179 0.7710 0.0 -0.1 0.1
C -3.2809 -2.0984 0.0331 -0.1 0.0 0.1
C -3.3648 -3.4712 -0.6615 0.1 0.0 0.0
C -4.0519 -3.4233 -2.0163 -0.1 0.1 0.0
F -5.4318 -3.5686 -1.8479 0.1 0.1 0.0
C -1.2387 -0.3269 0.3063 0.0 0.2 0.2
O -1.0284 0.4356 1.4921 0.2 -0.1 0.0
C -1.9694 0.5222 -0.7405 -0.1 0.1 0.0
C -1.5680 1.9988 -0.7531 0.0 0.0 0.0
H 2.5369 0.7382 -3.1092 0.0 0.0 0.0
H 2.5461 -1.0197 -3.1000 0.0 0.0 -0.1
H 1.8091 -0.1565 -4.4330 0.0 0.0 0.0
H -0.2106 -0.2865 -3.3569 0.0 0.0 0.0
H 0.4108 0.8193 -2.1614 0.0 0.1 0.0
H 1.3721 -1.8265 -1.5522 0.0 0.1 0.1
H 3.9227 -0.7282 -1.1033 0.0 0.0 0.0
H 2.8722 -1.8536 -0.2150 0.0 0.0 0.0
H 4.0626 -0.8526 0.6232 0.0 0.0 0.0
H 3.7713 1.7177 -0.7826 0.0 0.1 0.0
H 3.7499 1.6350 0.9562 0.0 0.0 0.0
H 2.3939 2.4318 0.1345 0.0 0.0 0.0
H 1.0026 -2.6839 0.3323 0.1 0.1 0.1
H -0.9607 -2.9783 2.1070 0.0 -0.1 -0.1
H -0.9597 -3.5610 0.4481 -0.1 0.1 -0.1
H -2.3593 -1.2961 1.7451 0.0 -0.1 -0.1
H -3.5699 -1.3187 -0.6720 0.0 -0.2 0.0
H -4.0625 -2.0807 0.7908 -0.1 0.1 -0.1
H -2.3943 -3.9469 -0.7999 -0.1 0.0 0.0
H -3.9600 -4.1500 -0.0469 0.1 -0.1 0.0
H -3.7145 -4.2205 -2.6811 -0.1 -0.1 0.1
H -3.9002 -2.4617 -2.5141 0.1 -0.1 0.0
H -1.9117 0.6978 1.8098 0.2 0.0 -0.1
H -3.0334 0.4769 -0.4992 0.1 0.0 0.0
H -1.8698 0.0813 -1.7342 0.0 0.0 0.0
H -1.8918 2.4946 0.1613 0.0 0.0 0.0
H -0.4935 2.1497 -0.8300 0.0 0.0 0.0
H -2.0526 2.4997 -1.5922 0.0 0.0 0.0
O -3.6794 0.6815 1.8435 -0.5 0.1 0.1
C -4.8692 0.6033 2.0680 -0.1 0.0 -0.1
O -5.6230 -0.0706 1.1932 0.2 0.1 0.2
C -7.0176 -0.3785 1.4145 -0.1 0.0 0.0
C -7.9213 0.7636 1.0113 0.0 0.0 0.0
C -5.4950 1.2751 3.2590 0.0 0.0 0.0
H -7.1712 -0.6843 2.4491 0.0 0.0 0.0
H -7.1880 -1.2498 0.7855 0.0 0.0 0.0
H -7.7548 1.6487 1.6247 0.0 0.0 0.0
H -8.9628 0.4629 1.1257 0.0 0.0 0.0
H -7.7521 1.0290 -0.0317 0.0 0.0 0.0
H -5.7215 2.3049 2.9780 0.0 0.0 0.0
H -4.7620 1.2992 4.0604 0.0 0.0 0.0
H -6.4095 0.8059 3.6067 0.0 0.0 0.0
O 5.9926 0.5724 -1.0865 0.1 0.0 0.1
C 6.7741 1.1952 -0.4100 -0.1 0.1 -0.1
O 6.4020 2.4152 0.0190 -0.1 -0.1 0.1
C 7.1625 3.1791 0.9735 0.1 0.0 0.0
C 8.2700 3.9728 0.3178 0.0 0.0 0.0
C 8.1486 0.6730 -0.0856 0.0 0.0 0.0
H 7.5369 2.5276 1.7640 0.0 0.0 0.0
H 6.4253 3.8437 1.4202 0.0 0.0 0.0
H 9.0141 3.3234 -0.1429 0.0 0.0 0.0
H 8.7728 4.5894 1.0631 0.0 0.0 0.0
H 7.8603 4.6263 -0.4518 0.0 0.0 0.0
H 8.8108 0.9420 -0.9101 0.0 0.0 0.0
H 8.0954 -0.4112 -0.0389 0.0 0.0 0.0
H 8.5729 1.0631 0.8342 0.0 0.0 0.0
```
Forces are in eV/Å.

=====

[2]
Below is 4 unconnected molecules or ions with the total composition C23H44ClFN6O12PS in a non-equilibrium geometry, with properties calculated with ωB97M-V/def2-TZVPD.

Summary:
total charge = +1
HOMO level = -0.430 Ha
lowest unoccupied orbital energy = -4.85 eV
orbital gap = 6.839 eV
calculated total energy = -3433.1910 a.u.
2S+1 = 1

```
89
Properties=species:S:1:pos:R:3:forces:R:3
C -4.7857 -1.7886 4.9933 1.3 -0.3 -1.2
C -4.7383 -1.1339 3.5033 -1.4 1.0 1.5
N -5.6551 -0.2402 3.1892 3.2 -2.4 -0.2
C -3.5441 -1.6383 2.5577 -1.7 -1.6 -0.5
N -2.6345 -0.5528 2.0521 1.5 -2.6 -0.7
C -1.6883 -1.2569 1.1275 1.0 0.0 0.7
N -2.1537 -1.3716 -0.1406 -0.7 1.2 2.8
O -1.4611 -1.9686 -1.1471 0.7 2.3 -2.8
C -1.1524 -0.8966 -2.0767 3.3 2.6 0.2
N -0.5805 0.0687 -2.5490 -3.5 -5.2 2.2
N -0.3961 -1.8210 1.5049 -2.5 2.7 -0.3
C 0.7694 -1.0500 0.9586 2.3 -0.3 -0.8
C 2.0989 -2.0027 0.8715 -0.1 0.1 1.9
C 3.3058 -1.2510 1.6807 -0.2 -0.1 -0.9
C 3.9919 -0.2440 0.5985 -0.7 -1.5 0.0
S 3.8481 1.5462 1.0718 5.5 3.2 1.4
O 3.9107 1.8119 2.5496 -1.5 -1.5 -3.7
O 4.9819 2.2699 0.3577 -4.0 -2.4 1.5
Cl 2.0134 2.2379 0.2717 0.8 -0.6 0.5
C -0.2482 -1.9834 2.9860 -0.6 -0.6 1.6
C -0.7360 -0.7205 3.8478 -1.1 0.2 0.0
P 0.7209 0.3646 4.4945 0.8 -1.6 1.5
N 1.6991 -0.5997 5.3306 -1.1 1.6 -0.1
C -1.9000 0.1549 3.1420 1.5 1.8 0.6
C -1.2946 1.5484 2.5282 -0.7 0.2 0.0
C -2.3075 2.3006 1.5366 0.9 1.1 0.1
F -1.5096 3.3259 0.8495 -1.1 -1.7 1.1
H -5.3498 -2.7944 4.9653 0.6 1.7 0.1
H -5.1725 -1.0615 5.7831 0.3 -1.1 -1.4
H -3.6848 -2.0694 5.2378 -1.8 0.5 -0.1
H -5.4419 0.0622 2.2194 -0.4 0.1 0.4
H -4.0503 -2.1017 1.6190 0.7 0.7 1.6
H -2.9632 -2.5144 3.0397 -1.0 1.5 -0.4
H -3.0909 -0.9918 -0.3830 0.9 -0.3 0.3
H 1.0358 -0.2241 1.7031 -0.6 -1.0 -1.2
H 0.6025 -0.5803 -0.0701 -0.2 -0.7 1.5
H 2.3787 -2.2492 -0.2092 -0.4 0.3 1.6
H 1.9099 -2.9761 1.4756 0.1 1.5 -1.3
H 2.9154 -0.6789 2.6066 0.6 -0.9 -1.5
H 4.0604 -2.0215 2.1012 -1.1 1.4 -1.0
H 3.4668 -0.3704 -0.4221 0.9 0.6 1.6
H 5.0906 -0.5154 0.4356 -1.4 1.1 0.4
H -0.8651 -2.9173 3.2868 1.0 1.6 -0.5
H 0.8303 -2.2158 3.3196 -1.5 0.3 -1.0
H -1.2108 -1.1523 4.8152 1.1 0.7 -1.5
H 0.1173 1.4052 5.2883 0.1 -0.4 -0.8
H 1.3922 1.0408 3.4069 -0.8 -0.3 0.3
H 1.6993 -0.2182 6.3027 0.3 -0.7 -0.9
H -2.5904 0.5049 4.0066 0.6 -1.0 -1.9
H -1.1073 2.2768 3.4118 -0.2 -1.3 -1.5
H -0.3080 1.4001 1.9698 -1.4 0.1 0.7
H -3.0952 2.8954 2.1333 1.0 -1.2 -1.1
H -2.7495 1.6528 0.7076 0.6 0.9 1.3
C 4.4878 3.2438 -2.6057 0.2 0.2 0.4
O 4.1697 2.3072 -3.6362 -0.3 0.0 -0.5
C 3.6721 2.8642 -4.7550 0.0 0.0 -0.1
O 3.4853 4.0457 -4.9366 0.1 -0.8 0.1
O 3.4186 1.8755 -5.6342 0.1 0.3 0.6
C 2.8815 2.3220 -6.8779 -0.2 0.1 -0.5
H 4.8769 2.6843 -1.7539 -0.1 0.0 -0.4
H 5.2564 3.9425 -2.9441 -0.2 0.0 0.0
H 3.5925 3.7811 -2.2831 0.1 0.1 -0.2
H 3.5865 2.9831 -7.3872 -0.2 0.0 0.1
H 1.9227 2.8231 -6.7252 0.2 0.1 0.0
H 2.7151 1.4466 -7.5070 0.1 0.0 0.3
C -8.8309 -5.0755 7.2428 -0.4 0.0 0.4
O -7.8103 -5.0703 6.2446 0.2 -0.3 -0.5
C -8.0069 -5.9546 5.2493 -0.2 0.0 0.2
O -8.9397 -6.7123 5.1490 0.5 0.4 0.0
O -6.9797 -5.8470 4.3838 -0.2 0.2 0.3
C -7.0583 -6.7346 3.2693 0.0 -0.3 -0.4
H -8.5691 -4.3269 7.9918 0.2 0.0 -0.3
H -9.7963 -4.8062 6.8084 0.1 -0.2 0.0
H -8.8856 -6.0501 7.7331 -0.1 0.1 -0.2
H -7.9535 -6.5316 2.6770 0.0 -0.1 0.2
H -7.0430 -7.7747 3.6030 -0.2 0.1 0.0
H -6.1828 -6.5611 2.6417 0.0 0.2 0.3
C 5.6385 5.6911 -8.0538 -0.3 0.1 0.4
O 6.6557 5.7312 -9.0525 0.0 -0.3 -0.4
C 6.4664 4.8679 -10.0657 0.1 0.1 0.0
O 5.5403 4.1003 -10.1803 0.4 0.3 0.1
O 7.4876 5.0080 -10.9285 -0.4 0.0 0.4
C 7.4176 4.1463 -12.0633 0.0 -0.2 -0.4
H 5.8918 6.4252 -7.2880 0.2 0.0 -0.2
H 4.6687 5.9587 -8.4798 0.1 -0.2 0.0
H 5.5962 4.7053 -7.5846 -0.1 0.1 -0.2
H 6.5186 4.3522 -12.6489 0.0 -0.1 0.2
H 7.4465 3.0988 -11.7543 -0.2 0.1 0.0
H 8.2892 4.3457 -12.6880 0.0 0.2 0.3
```
Forces are in eV/Å.

=====

[3]
Below is 3 unconnected molecules or ions with the total composition C23H44ClN3O6P in a non-equilibrium geometry, with properties calculated with ωB97M-V/def2-TZVPD.

Summary:
total charge = -1
HOMO level (spin up / spin down) = -0.131 / -0.131 Ha
lowest unoccupied orbital energy (spin up / spin down) = 1.76 / 0.97 eV
orbital gap (spin up / spin down) = 5.333 / 4.537 eV
calculated total energy = -2319.8871 a.u.
2S+1 = 3
expectation value of S² = 2.01

```
78
Properties=species:S:1:pos:R:3:forces:R:3
N 8.8910 -0.9538 -2.8473 -4.6 -0.7 -3.4
C 7.8703 -0.9716 -3.5051 0.2 2.5 2.0
O 6.6086 -0.6336 -4.0394 4.2 -2.3 1.0
C 6.4771 0.8308 -4.1423 -1.1 2.0 -1.8
C 7.3762 1.4243 -5.3653 -0.6 0.5 0.1
C 8.4589 2.5194 -4.8700 0.2 0.6 0.7
C 7.9277 3.2481 -3.5200 -0.2 -1.1 -1.0
Cl 9.0264 4.6894 -3.0631 -0.6 -0.7 -0.4
P 4.6836 1.3027 -4.5906 1.6 1.1 2.1
O 4.4881 2.8052 -4.3036 0.1 -3.0 -1.3
O 3.7002 0.3763 -3.5200 1.2 1.2 -1.4
O 4.2591 0.8551 -6.1868 0.1 0.8 1.3
H 6.6660 1.9964 -6.0837 1.2 -0.8 1.0
H 7.8486 0.5856 -5.9910 -0.5 1.1 0.9
H 9.4923 2.0758 -4.6595 -1.5 0.4 -0.3
H 8.6121 3.3718 -5.6326 -0.3 -1.4 0.9
H 7.9681 2.5400 -2.6298 -0.3 1.1 -1.4
H 6.8851 3.6465 -3.7606 1.4 -0.5 0.8
H 3.9876 0.6788 -2.6216 -0.2 -0.3 -1.1
H 4.6455 1.5246 -6.8056 -0.5 -0.7 1.0
C -0.0965 0.0609 -2.3796 0.0 0.2 -0.3
C 0.0948 -0.0331 -0.8453 -0.4 -1.3 -1.6
C -1.2878 -0.0455 -0.1612 0.0 0.3 0.3
C -1.9802 1.3137 -0.1937 0.0 0.0 0.0
C -1.0761 2.4022 0.3741 -0.1 -0.4 0.1
C 0.3346 2.4350 -0.2550 0.0 2.0 -0.9
N 0.9628 1.0840 -0.3576 -0.5 -1.0 4.3
O 1.4085 0.7446 0.8848 -0.2 0.6 -2.4
C 0.2782 3.0826 -1.6588 -0.1 -0.1 -0.3
C 1.1965 3.4330 0.5670 0.3 -0.7 0.3
C 0.7644 -1.4187 -0.6506 0.4 0.3 0.6
H -0.3961 -0.9042 -2.8008 0.1 0.0 0.3
H -0.8817 0.7527 -2.6802 0.1 0.1 0.1
H 0.8330 0.3504 -2.8795 -0.1 0.0 0.1
H -1.1859 -0.3600 0.8848 0.2 0.0 -0.1
H -1.9368 -0.7878 -0.6372 0.3 0.0 -0.1
H -2.2863 1.5682 -1.2130 0.1 0.0 0.0
H -2.9026 1.2650 0.3949 0.1 0.0 -0.1
H -1.5653 3.3746 0.2460 0.3 0.0 -0.1
H -0.9936 2.2442 1.4566 0.2 0.0 -0.1
H 1.2458 3.0069 -2.1644 -0.1 -0.1 0.1
H 0.0350 4.1477 -1.5894 0.1 -0.1 0.2
H -0.4828 2.6561 -2.3091 0.1 -0.1 0.0
H 1.2252 3.1831 1.6306 0.1 -0.2 -0.2
H 0.7879 4.4462 0.4998 -0.1 -0.2 -0.2
H 2.2238 3.4679 0.1899 -0.1 -0.1 0.0
H 1.7361 -1.4566 -1.1530 -0.1 0.1 0.1
H 0.1423 -2.2127 -1.0746 -0.1 0.3 -0.1
H 0.9119 -1.6776 0.4010 0.1 0.2 -0.1
C -6.3148 -1.2541 4.2596 0.0 0.0 0.3
C -5.6805 -1.9490 3.0286 -1.8 0.7 0.6
C -5.9071 -3.4715 3.1325 0.4 -0.2 0.0
C -5.0418 -4.1308 4.2025 0.0 0.0 0.0
C -3.5696 -3.7890 4.0026 -0.3 -0.1 -0.3
C -3.2926 -2.2762 3.8587 1.3 0.3 1.7
N -4.2313 -1.5939 2.9173 0.8 -2.7 -3.3
O -3.8312 -1.8963 1.6507 -0.6 1.2 2.1
C -3.3621 -1.5874 5.2420 -0.3 0.0 0.2
C -1.8040 -2.1047 3.4457 -0.4 0.1 -0.7
C -6.5077 -1.3977 1.8376 0.6 -0.1 -0.4
H -7.4032 -1.1903 4.1590 0.2 -0.1 -0.2
H -6.1505 -1.7870 5.1945 0.1 0.0 0.0
H -5.9455 -0.2304 4.3726 0.0 -0.1 0.0
H -5.6935 -3.9489 2.1682 0.1 0.2 0.0
H -6.9607 -3.6812 3.3460 0.0 0.3 -0.1
H -5.3682 -3.8318 5.2034 0.0 0.0 0.0
H -5.1711 -5.2170 4.1552 0.0 0.1 0.0
H -2.9923 -4.1968 4.8400 0.1 0.3 -0.1
H -3.2178 -4.3151 3.1070 0.0 0.2 0.0
H -3.2845 -0.5005 5.1424 -0.1 -0.1 -0.1
H -2.5355 -1.9106 5.8825 0.0 -0.1 -0.3
H -4.2662 -1.8168 5.8025 -0.1 0.1 -0.1
H -1.5562 -2.6572 2.5360 -0.2 0.2 0.0
H -1.1378 -2.4837 4.2268 -0.3 0.0 0.1
H -1.5587 -1.0490 3.2891 -0.1 -0.1 0.0
H -6.3961 -0.3120 1.7542 0.1 -0.1 0.0
H -7.5723 -1.6107 1.9734 0.2 0.0 0.3
H -6.2286 -1.8451 0.8806 0.2 0.1 0.2
```
Forces are in eV/Å.